1.
19
Properties=species:S:1:pos:R:3:forces:R:3 method="wB97M-V/def2-TZVPD" total_energy_ha=-364.38465 lumo_energy_ev=0.6 homo_energy_ev=-9.4 e_above_lowest_ev=2.800
C 0.548534 -0.530375 -1.992897 2.8 3.3 -0.7
N 1.632537 0.284496 -1.144734 -0.4 0.0 -1.7
C 2.080584 1.457016 -1.979840 0.0 -1.2 -4.1
H -0.265465 0.175992 -2.027749 -0.5 -0.1 0.1
H 0.872494 -0.621469 -3.094346 -0.2 -0.4 1.7
H 0.288602 -1.412766 -1.481889 -0.1 -1.2 0.4
H 2.499019 -0.274890 -1.078701 -0.9 0.1 0.1
H 2.379926 0.857015 -3.140166 -0.5 2.2 3.0
H 3.000710 2.065647 -1.681406 -1.4 -1.3 0.1
H 1.252123 2.203463 -2.313639 1.2 -1.5 1.1
H -0.657553 -1.221685 3.777834 -0.7 -1.3 0.1
H -2.086122 -1.642199 3.805219 -1.9 0.5 -0.2
O -1.241175 -2.018357 3.902391 2.5 0.8 0.0
H -0.171271 0.536735 0.446332 0.8 0.3 -0.7
H 0.138705 1.316583 1.819290 -1.2 -2.4 -1.7
O -0.313051 0.490749 1.385412 0.7 2.2 2.6
H -2.115573 0.540963 0.298782 0.2 -0.3 0.7
H -1.953631 -0.514301 -0.824703 0.7 -2.3 0.0
O -2.243828 0.332557 -0.619715 -1.3 2.6 -0.7



2.
20
Properties=species:S:1:pos:R:3:forces:R:3 method="wB97M-V/def2-TZVPD" total_energy_ha=-439.64962 lumo_energy_ev="3.1 / 3.1" total_charge=-1 multiplicity=2 homo_energy_ev="-0.2 / -3.4" e_above_lowest_ev=0.377
C -1.083201 1.166971 1.581193 0.4 -0.2 0.2
C 1.173635 1.869597 1.316367 -0.5 1.6 -0.2
N 0.310475 1.033711 1.884105 -0.2 -2.2 0.6
H -1.644324 0.311462 1.985540 0.1 0.1 0.2
H -1.529850 2.063103 2.044053 -0.2 0.3 -0.5
H -1.241596 1.106665 0.483714 -0.2 0.6 0.0
H 2.241411 1.692732 1.298321 0.1 -0.3 0.3
H 0.884549 2.944547 1.306232 0.2 -0.1 -0.4
H -0.711962 -3.734764 -1.378634 0.4 0.4 0.0
H -0.944690 -3.978594 -2.850578 0.1 0.0 -0.1
O -0.273374 -4.089361 -2.172510 -0.3 -0.4 0.0
H -0.500192 -2.208307 0.677317 0.0 0.7 -0.4
H -1.337982 -1.348397 -0.372319 0.2 0.2 0.3
O -0.890252 -2.185157 -0.232624 -0.2 -0.8 0.1
H 1.261736 4.094644 -3.900659 -0.1 0.1 -0.1
H 0.774672 2.688919 -4.334279 0.1 0.3 0.2
O 1.239582 3.173493 -3.638546 0.0 -0.3 -0.1
H 0.397699 -0.764475 2.168421 1.0 0.8 -0.4
H 1.384381 -2.082508 2.053923 0.3 0.6 0.0
O 0.489277 -1.754281 2.080961 -1.2 -1.1 0.3



3.
20
Properties=species:S:1:pos:R:3:forces:R:3 method="wB97M-V/def2-TZVPD" total_energy_ha=-439.64659 lumo_energy_ev=0.6 smiles="C=NC.O.O.O.O" homo_energy_ev=-9.6 e_above_lowest_ev=2.073
C 0.314476 1.159886 -0.709558 1.4 -0.7 -2.5
C -1.533637 1.709995 0.584314 -0.7 1.2 1.4
N -0.281128 1.772910 0.438944 -0.8 -1.4 0.0
H -0.186157 0.494323 -1.476777 -0.6 1.3 1.3
H 1.116120 0.498254 -0.377960 -0.4 0.1 0.3
H 0.897598 1.895171 -1.277838 -0.2 0.2 0.1
H -1.934674 1.982859 1.577997 0.2 0.2 -0.4
H -2.366920 1.574011 -0.120129 0.7 -0.7 -0.5
H 0.832492 -2.468294 -0.999185 0.2 0.2 -0.1
H 0.238994 -3.006704 0.287892 0.0 0.2 -0.1
O 0.020673 -2.821833 -0.633108 0.0 -0.6 0.1
H 0.191343 -0.261116 1.930924 0.4 0.1 -0.1
H -0.734572 -1.388118 1.692761 -0.3 -0.3 -0.1
O 0.203429 -1.214313 1.775459 -0.1 0.3 0.3
H -2.191275 -0.613003 -1.850437 0.6 -0.8 -0.1
H -1.248343 -1.910623 -1.680450 -0.3 0.5 0.2
O -1.352724 -1.041155 -2.105945 -0.7 0.2 -0.4
H 2.108938 1.751137 0.865492 0.0 -0.3 -0.1
H 3.253936 0.915917 1.410198 0.3 -0.1 0.2
O 2.651432 0.970698 0.667407 0.4 0.4 0.5



4.
20
Properties=species:S:1:pos:R:3:forces:R:3 method="wB97M-V/def2-TZVPD" total_energy_ha=-439.65285 lumo_energy_ev=0.5 smiles=NCCO.O.O.O homo_energy_ev=-9.5 e_above_lowest_ev=1.903
C 1.442892 0.618466 0.024940 3.7 -1.2 0.5
O 1.956204 0.625712 1.416927 1.0 1.2 -1.5
C 1.714715 -0.870128 -0.399339 -0.7 0.8 0.0
N 3.112785 -0.975927 -0.840822 0.1 -0.4 0.8
H 0.478571 1.060959 0.043361 -1.0 -0.1 -0.2
H 2.230350 1.206566 -0.626201 -2.0 -0.7 1.0
H 2.893084 0.847731 1.203949 -0.9 -0.3 1.0
H 1.535796 -1.601127 0.408941 -0.2 0.8 0.0
H 1.017520 -1.156852 -1.156055 -0.3 -0.2 -1.0
H 3.205343 -1.490615 -1.705432 0.0 -0.1 0.1
H 3.592070 -1.501286 -0.104393 0.2 0.2 -0.7
H -2.483851 -2.335177 1.268132 -1.1 0.7 -1.3
H -3.136386 -1.093919 1.698589 -0.4 -0.3 -1.7
O -3.130917 -1.671644 0.877431 1.5 -0.3 2.9
H -2.012240 2.511717 0.885780 0.3 -0.1 1.3
H -1.956760 1.299383 0.257557 0.1 -1.5 -0.2
O -1.775027 1.596972 1.157034 -0.6 1.5 -1.3
H -1.428091 0.752518 -2.552955 -1.0 -0.2 0.5
H -2.804228 0.008200 -2.540049 0.3 0.2 0.2
O -2.283550 0.678130 -2.070025 0.8 0.0 -0.5